No. 1
Molecular formula: C43H58N7P2Tl
Method: DFT, wB97M-V/def2-TZVPD

Each line ends with the Löwdin charge.
Element x y z (Å)
Tl: -0.26 0.15 -0.23  0.6551
C: -3.52 -0.53 -1.74  -0.2060
C: -3.21 0.94 -1.98  -0.2061
N: -1.81 1.20 -2.34  -0.1341
C: -1.39 0.68 -3.65  -0.1455
C: -0.99 -0.78 -3.62  -0.2728
C: -1.19 -1.56 -4.76  -0.0063
C: -0.78 -2.88 -4.74  -0.0251
C: -0.22 -3.39 -3.57  -0.0093
C: -0.08 -2.56 -2.48  -0.2843
C: 0.46 -3.10 -1.18  -0.1515
N: -0.27 -2.59 -0.01  -0.1237
C: -1.60 -3.18 0.18  -0.1880
C: -2.69 -2.58 -0.72  -0.1980
N: -2.72 -1.12 -0.68  -0.1207
N: -0.42 -1.26 -2.52  0.0967
H: -3.32 -1.08 -2.66  0.1132
H: -4.60 -0.62 -1.56  0.1260
H: -3.40 1.50 -1.05  0.1133
H: -3.90 1.32 -2.74  0.1245
H: -1.67 2.21 -2.35  0.1084
H: -0.51 1.25 -3.96  0.1239
H: -2.15 0.83 -4.42  0.1296
H: -1.66 -1.14 -5.63  0.1231
H: -0.90 -3.51 -5.61  0.1215
H: 0.10 -4.43 -3.51  0.1250
H: 1.50 -2.79 -1.07  0.1022
H: 0.45 -4.19 -1.22  0.1280
H: 0.29 -2.81 0.81  0.1032
H: -1.89 -3.03 1.22  0.0944
H: -1.59 -4.26 0.00  0.1276
H: -3.64 -3.03 -0.43  0.1275
H: -2.50 -2.87 -1.76  0.1108
H: -3.04 -0.81 0.23  0.0915
N: -5.38 0.60 3.77  0.2348
C: -3.86 0.64 3.73  -0.3015
C: -3.38 2.00 4.20  -0.1036
C: -1.86 2.08 4.02  -0.3688
N: -1.54 2.10 2.58  0.0574
C: -1.19 0.89 4.72  -0.0947
C: -1.77 -0.49 4.41  -0.3550
N: -1.46 -0.94 3.04  0.0618
C: -3.30 -0.47 4.59  -0.1052
H: -5.79 1.33 3.19  0.1729
H: -5.70 0.75 4.73  0.1755
H: -5.73 -0.30 3.46  0.1722
H: -3.54 0.49 2.70  0.1365
H: -3.61 2.13 5.26  0.1364
H: -3.86 2.81 3.64  0.1279
H: -1.51 2.98 4.52  0.1410
H: -0.53 2.13 2.46  0.0314
H: -1.90 2.95 2.17  0.0869
H: -1.28 1.06 5.80  0.1338
H: -0.12 0.90 4.49  0.1050
H: -1.36 -1.18 5.15  0.1449
H: -1.48 -1.95 3.00  0.0668
H: -0.51 -0.65 2.79  0.0341
H: -3.53 -0.29 5.65  0.1354
H: -3.71 -1.45 4.31  0.1268
C: 4.25 0.16 -0.39  -0.3865
C: 3.87 1.13 0.73  -0.3946
P: 2.78 0.26 1.97  0.9966
C: 2.48 1.62 3.18  -0.3887
C: 2.03 2.86 2.72  -0.1243
C: 1.72 3.88 3.61  -0.0838
C: 1.85 3.68 4.97  -0.0820
C: 2.28 2.44 5.44  -0.0771
C: 2.59 1.42 4.55  -0.1069
C: 4.02 -0.77 2.82  -0.4109
C: 5.20 -0.25 3.36  -0.0940
C: 6.10 -1.08 4.02  -0.0621
C: 5.83 -2.44 4.14  -0.0682
C: 4.67 -2.97 3.61  -0.0778
C: 3.77 -2.14 2.95  -0.1152
P: 2.80 -0.12 -1.53  0.9906
C: 3.03 1.33 -2.64  -0.3812
C: 4.18 1.49 -3.41  -0.0844
C: 4.32 2.60 -4.23  -0.0573
C: 3.32 3.56 -4.30  -0.0684
C: 2.17 3.41 -3.53  -0.0804
C: 2.03 2.30 -2.70  -0.1250
C: 3.42 -1.46 -2.62  -0.3935
C: 4.31 -2.44 -2.19  -0.0926
C: 4.72 -3.45 -3.06  -0.0709
C: 4.24 -3.49 -4.36  -0.0736
C: 3.34 -2.53 -4.79  -0.0730
C: 2.93 -1.52 -3.92  -0.1139
H: 4.57 -0.79 0.06  0.0582
H: 5.08 0.55 -0.98  0.0871
H: 3.35 2.00 0.32  0.0647
H: 4.75 1.49 1.25  0.0821
H: 1.92 3.04 1.65  0.0963
H: 1.40 4.85 3.23  0.1093
H: 1.63 4.48 5.67  0.1089
H: 2.39 2.28 6.51  0.1114
H: 2.93 0.47 4.93  0.1062
H: 5.41 0.81 3.28  0.1100
H: 7.01 -0.67 4.43  0.1123
H: 6.53 -3.08 4.66  0.1115
H: 4.46 -4.03 3.70  0.1068
H: 2.86 -2.55 2.52  0.0823
H: 4.96 0.74 -3.38  0.1144
H: 5.22 2.71 -4.83  0.1130
H: 3.43 4.42 -4.94  0.1112
H: 1.39 4.16 -3.58  0.1056
H: 1.14 2.19 -2.09  0.0526
H: 4.71 -2.42 -1.18  0.0931
H: 5.43 -4.20 -2.72  0.1099
H: 4.57 -4.27 -5.03  0.1095
H: 2.96 -2.55 -5.80  0.1099
H: 2.24 -0.76 -4.27  0.1056

Properties
Total energy   -2911.42280 a.u.
Charge   +2


No. 2
Molecular formula: C43H61BF5KN6O4P2S2
Method: DFT, wB97M-V/def2-TZVPD

Each line ends with the Löwdin charge.
Element x y z (Å)
K: -2.59 0.10 0.91  0.6772
C: 1.50 6.06 0.43  -0.1194
C: 0.45 4.99 -0.02  -0.6661
C: -0.44 5.59 -1.12  -0.1150
C: -0.56 4.69 1.16  -0.1043
P: 1.31 3.35 -0.48  1.1522
C: 2.55 3.27 0.93  -0.3501
N: 3.25 1.99 0.90  -0.0253
B: 3.00 0.71 0.20  -0.4208
N: 3.78 -0.24 0.90  -0.0638
C: 3.99 -1.62 0.49  -0.3162
P: 2.75 -1.80 -0.93  1.1464
C: 4.06 -2.12 -2.38  -0.6816
C: 3.28 -1.67 -3.64  -0.1311
C: 5.27 -1.19 -2.20  -0.1243
C: 4.46 -3.60 -2.44  -0.1261
C: 1.89 -3.52 -0.30  -0.6729
C: 1.07 -3.04 0.88  -0.1263
C: 2.82 -4.61 0.10  -0.1352
C: 0.90 -3.95 -1.42  -0.0989
C: 4.43 0.33 2.00  -0.1867
C: 5.13 -0.25 3.03  -0.0509
C: 5.71 0.60 3.97  -0.1310
C: 5.44 1.99 3.91  -0.1454
C: 4.63 2.56 2.96  -0.0481
C: 4.07 1.70 2.02  -0.1746
C: 2.38 3.46 -2.09  -0.6968
C: 1.62 4.29 -3.18  -0.1031
C: 3.73 4.05 -1.80  -0.1305
C: 2.63 2.06 -2.62  -0.1801
H: 0.97 7.01 0.65  0.0681
H: 2.05 5.82 1.33  0.0510
H: 2.23 6.33 -0.39  0.0766
H: -0.78 6.56 -0.85  0.0697
H: 0.01 5.65 -2.09  0.0386
H: -1.29 4.91 -1.24  0.0566
H: -1.20 5.58 1.32  0.0788
H: -1.14 3.81 0.87  0.0608
H: 0.01 4.52 2.06  0.0414
H: 3.21 4.11 0.94  0.0502
H: 1.96 3.38 1.85  0.0826
H: 5.02 -1.92 0.27  0.0760
H: 3.62 -2.33 1.28  0.0642
H: 3.06 -0.58 -3.73  0.0666
H: 3.87 -2.00 -4.52  0.0691
H: 2.30 -2.18 -3.84  0.0779
H: 4.90 -0.19 -1.88  0.0707
H: 6.03 -1.49 -1.43  0.0715
H: 5.84 -1.01 -3.13  0.0747
H: 3.57 -4.25 -2.71  0.0797
H: 5.15 -3.68 -3.30  0.0704
H: 5.07 -3.93 -1.58  0.0753
H: 1.51 -2.40 1.67  0.0807
H: 0.21 -2.48 0.49  0.0580
H: 0.68 -3.87 1.45  0.0665
H: 3.42 -4.33 0.94  0.0617
H: 2.31 -5.49 0.48  0.0719
H: 3.45 -5.03 -0.65  0.0372
H: 0.19 -3.18 -1.74  0.0425
H: 1.46 -4.37 -2.26  0.0610
H: 0.24 -4.67 -0.99  0.0618
H: 5.10 -1.36 3.18  0.1122
H: 6.37 0.16 4.72  0.0789
H: 5.79 2.63 4.68  0.0656
H: 4.53 3.63 3.02  0.0958
H: 1.73 5.37 -3.01  0.0609
H: 2.11 3.93 -4.11  0.0788
H: 0.52 4.05 -3.26  0.0681
H: 3.75 5.06 -1.39  0.0556
H: 4.24 3.32 -1.16  0.0731
H: 4.30 4.03 -2.79  0.0975
H: 1.88 1.68 -3.38  0.0978
H: 3.59 1.99 -3.18  0.0803
H: 2.63 1.32 -1.83  -0.0386
N: -4.21 1.55 3.01  0.0725
C: -3.22 1.15 3.93  -0.3302
C: -2.26 2.12 4.32  -0.0099
C: -1.12 1.68 4.97  -0.0676
C: -0.99 0.34 5.26  -0.0783
C: -2.01 -0.51 4.90  -0.1344
N: -3.05 -0.14 4.15  0.1045
C: -5.42 0.88 2.75  -0.3197
C: -6.59 1.32 3.49  -0.0033
C: -7.78 0.67 3.25  -0.0782
C: -7.77 -0.43 2.38  -0.0711
C: -6.64 -0.74 1.65  -0.0964
N: -5.52 -0.03 1.82  0.1248
H: -4.26 2.54 2.94  0.1274
H: -2.46 3.22 4.18  0.1268
H: -0.34 2.42 5.28  0.1280
H: -0.27 -0.03 5.98  0.1021
H: -2.03 -1.54 5.16  0.1025
H: -6.44 2.15 4.21  0.1158
H: -8.67 1.06 3.79  0.1131
H: -8.62 -1.07 2.23  0.0923
H: -6.60 -1.61 1.02  0.1161
O: -0.62 -0.21 -0.93  -0.1964
H: -0.95 -0.91 -1.50  -0.0569
H: 0.35 -0.23 -0.98  -0.0098
O: -2.99 -2.12 2.14  -0.1996
H: -3.37 -2.09 3.02  0.0134
H: -2.81 -3.04 1.84  0.0400
F: -3.02 2.54 -0.98  -0.0886
C: -3.68 2.81 -2.16  -0.3740
F: -4.00 1.69 -2.86  -0.0458
C: -2.82 3.70 -3.06  -0.5501
F: -2.93 5.02 -2.62  0.0256
F: -1.45 3.47 -3.02  0.0294
F: -3.19 3.60 -4.35  0.1086
O: -2.66 -5.27 -4.91  -0.4655
S: -3.61 -4.16 -4.94  0.9697
O: -5.34 -5.02 -4.20  -0.2212
N: -3.51 -3.13 -3.72  -0.2491
C: -3.44 -3.57 -2.44  -0.7137
S: -2.70 -2.70 -1.10  0.6579
C: -4.09 -4.84 -2.09  -0.2149
C: -3.90 -5.41 -0.83  -0.1035
C: -4.63 -6.51 -0.46  -0.1121
C: -5.40 -7.21 -1.42  -0.1258
C: -5.49 -6.80 -2.69  -0.0461
C: -4.95 -5.53 -3.04  -0.3486
H: -3.10 -4.93 -0.21  0.0635
H: -4.58 -6.92 0.52  0.0730
H: -5.91 -8.09 -1.08  0.0883
H: -5.91 -7.44 -3.52  0.1272

Properties
Total energy   -4907.71469 a.u.
Charge   -2


No. 3
Molecular formula: C43H61BN11OS3Tl
Method: DFT, wB97M-V/def2-TZVPD

Each line ends with the Löwdin charge.
Element x y z (Å)
Tl: -0.21 0.87 -1.23  0.7288
C: 3.05 -0.46 -3.99  -0.0528
C: 3.46 0.15 -2.63  -0.3930
C: 4.95 -0.04 -2.39  -0.0764
C: 3.07 1.60 -2.60  -0.2917
C: 3.85 2.70 -3.01  -0.0132
C: 3.01 3.78 -2.89  -0.0719
N: 1.83 3.36 -2.43  -0.0252
N: 1.86 2.02 -2.24  0.0206
B: 0.64 4.29 -2.09  -0.5450
N: -0.64 3.93 -2.90  -0.0335
C: -1.37 4.87 -3.53  -0.0829
C: -2.36 4.24 -4.23  -0.0276
C: -2.18 2.87 -3.97  -0.2817
N: -1.12 2.69 -3.16  0.0610
C: -2.99 1.74 -4.54  -0.3712
C: -3.79 2.20 -5.76  -0.0836
C: -3.95 1.14 -3.51  -0.0731
N: 0.35 4.33 -0.57  -0.0323
C: 0.61 5.39 0.21  -0.0790
C: 0.22 5.09 1.49  -0.0240
C: -0.31 3.79 1.41  -0.2830
N: -0.22 3.34 0.16  0.0651
C: -0.88 3.02 2.57  -0.3611
C: -1.20 1.57 2.22  -0.1129
C: -2.13 3.72 3.12  -0.0617
H: 3.49 -1.46 -4.11  0.0799
H: 3.40 0.18 -4.81  0.0833
H: 1.97 -0.55 -4.06  0.0477
H: 2.90 -0.37 -1.85  0.0420
H: 5.54 0.34 -3.23  0.0759
H: 5.19 -1.10 -2.26  0.0764
H: 5.27 0.49 -1.48  0.0771
H: 4.88 2.69 -3.34  0.0991
H: 3.19 4.83 -3.10  0.1170
H: 0.96 5.40 -2.41  0.1137
H: -1.13 5.92 -3.44  0.1177
H: -3.10 4.71 -4.86  0.0949
H: -2.28 0.98 -4.88  0.1214
H: -4.55 2.94 -5.47  0.0771
H: -4.31 1.35 -6.22  0.0755
H: -3.14 2.65 -6.51  0.0829
H: -4.68 1.89 -3.22  0.0748
H: -3.42 0.82 -2.62  0.0474
H: -4.48 0.28 -3.93  0.0773
H: 1.07 6.28 -0.20  0.1161
H: 0.29 5.72 2.37  0.0994
H: -0.12 3.03 3.35  0.1321
H: -1.97 1.52 1.45  0.0180
H: -1.57 1.04 3.11  0.0748
H: -0.32 1.04 1.86  0.0235
H: -2.92 3.72 2.37  0.0738
H: -1.92 4.75 3.39  0.0716
H: -2.49 3.20 4.01  0.0750
S: 2.49 0.25 0.82  0.7050
C: 2.07 -1.10 1.68  -0.6919
N: 2.01 -1.14 3.03  -0.0937
C: 1.62 -2.37 3.71  -0.1068
C: 2.33 -3.52 3.06  -0.1084
N: 1.99 -3.55 1.65  -0.0995
C: 1.97 -4.88 1.04  -0.1257
C: 0.73 -5.67 1.43  -0.2055
C: 0.82 -6.74 2.30  -0.0510
C: -0.33 -7.45 2.67  -0.0821
C: -1.56 -7.07 2.17  -0.0888
C: -1.65 -6.00 1.29  -0.0759
C: -0.51 -5.30 0.92  -0.0384
C: 1.78 -2.41 0.95  -0.6812
S: 1.26 -2.39 -0.63  0.6986
C: 2.27 0.01 3.89  -0.1266
C: 3.62 -0.11 4.57  -0.2058
C: 4.79 0.04 3.83  -0.0298
C: 6.03 -0.11 4.45  -0.0756
C: 6.10 -0.40 5.81  -0.0919
C: 4.94 -0.54 6.55  -0.0861
C: 3.70 -0.40 5.93  -0.0548
H: 0.54 -2.51 3.66  0.1248
H: 1.92 -2.29 4.76  0.1247
H: 1.99 -4.45 3.51  0.1261
H: 3.41 -3.43 3.20  0.1418
H: 2.86 -5.41 1.38  0.1299
H: 2.01 -4.75 -0.04  0.0840
H: 1.78 -7.04 2.69  0.1116
H: -0.25 -8.29 3.34  0.1029
H: -2.46 -7.61 2.46  0.1016
H: -2.62 -5.71 0.88  0.1024
H: -0.57 -4.48 0.21  0.0670
H: 1.48 0.06 4.64  0.1297
H: 2.23 0.90 3.28  0.0808
H: 4.73 0.27 2.78  0.0911
H: 6.93 0.02 3.87  0.1048
H: 7.07 -0.51 6.29  0.1010
H: 4.99 -0.77 7.61  0.1021
H: 2.79 -0.51 6.51  0.1101
C: -1.77 -2.96 -4.98  -0.2546
S: -1.46 -1.87 -3.57  0.7629
C: -1.98 -3.06 -2.30  -0.2514
O: 0.01 -1.73 -3.45  -0.6143
H: -1.31 -3.94 -4.81  0.0598
H: -1.32 -2.48 -5.85  0.0527
H: -2.85 -3.05 -5.12  0.0525
H: -2.78 -3.70 -2.68  0.0524
H: -2.32 -2.49 -1.44  0.0336
H: -1.09 -3.65 -2.05  0.0325
N: -2.12 -2.14 2.69  -0.0633
N: -1.51 -1.58 1.52  -0.0439
H: -3.01 -2.58 2.49  0.0524
H: -2.30 -1.37 3.32  0.0482
H: -2.14 -1.01 0.97  0.0378
H: -1.17 -2.34 0.94  0.0106
C: -6.07 2.59 -0.39  -0.0760
C: -4.87 3.23 -0.66  -0.0637
C: -3.69 2.58 -0.33  -0.1530
N: -3.66 1.38 0.25  0.0424
C: -4.82 0.78 0.52  -0.1445
C: -6.05 1.34 0.22  -0.0691
H: -7.01 3.05 -0.66  0.1058
H: -4.85 4.20 -1.13  0.1102
H: -2.72 3.05 -0.51  0.0961
H: -4.76 -0.18 1.02  0.0991
H: -6.96 0.82 0.47  0.0999

Properties
Relative energy (zero: lowest compared OMol25 entry of this formula, charge and spin)   26.88 kJ/mol